# 1
23
Properties=species:S:1:pos:R:3 method="wB97M-V/def2-TZVPD" relative_energy_kj_mol=233.4 energy_ha=-387.6339 homo_ev=-10.6 lumo_energy_ha=0.020
H 5.67684 0.07410 0.48348
H -4.24703 -1.55534 0.86701
C -2.25477 0.43935 2.33736
H 7.05533 0.37993 1.20401
C -3.09721 0.60165 -0.03552
H -1.47149 0.00011 3.04805
H 5.98325 1.25291 -1.23464
H 7.04062 2.23223 -1.05096
H 0.82913 -0.71671 -4.89775
H -3.24250 0.59764 2.90456
O 6.66348 0.28879 0.27502
H -3.08868 -2.14953 2.11520
H -1.88074 1.33817 1.88809
H -2.28471 1.37762 -0.37123
H -1.48162 -0.77003 0.83422
C -3.21245 -1.69229 1.14218
O 6.05949 2.23415 -1.24890
H -2.68717 -2.19540 0.36003
C -2.39950 -0.35019 0.99598
H -0.32417 -1.71256 -4.96310
H -3.81682 0.09169 -0.83247
H -3.78285 1.10999 0.71461
O -0.03643 -0.87628 -4.53522

=====

# 2
24
Properties=species:S:1:pos:R:3 method="wB97M-V/def2-TZVPD" relative_energy_kj_mol=130.0 energy_ha=-462.9125 homo_ev=-9.3 lumo_energy_ha=0.011
H -0.56545 1.65708 2.03788
H 0.83746 2.03294 1.25791
H -0.60886 3.23824 -2.35653
H 0.34689 -1.55296 1.65027
O -1.39385 -2.56010 0.16046
C 0.46412 1.62404 -1.41224
O 1.06577 -1.83726 1.06646
C 0.83339 0.52803 -2.08640
H -1.08778 3.00551 -0.71961
H -1.94684 -1.65794 1.44747
H -1.25669 -3.50327 0.25176
H 1.09756 2.07639 -0.64178
H -1.94464 -0.23726 2.11370
C -0.79797 2.45226 -1.63127
H 2.87342 -0.08624 -2.47623
H -1.58694 1.79124 -1.97532
O 0.29452 2.09243 2.03716
C 2.10961 -0.11848 -1.68341
H 2.01935 -1.18791 -1.62380
H 0.22699 -0.05022 -2.78780
H 1.27290 -2.72374 1.38214
H 2.57462 0.34176 -0.79741
H -0.60056 -2.06861 -0.07105
O -2.10269 -1.16728 2.28748

=====

# 3
24
Properties=species:S:1:pos:R:3 method="wB97M-V/def2-TZVPD" relative_energy_kj_mol=197.7 energy_ha=-462.8867 homo_ev=-9.6 lumo_energy_ha=0.017
O 15.60140 -7.78076 4.61056
H 17.30152 -8.84968 5.11608
H 15.72948 -9.70120 5.36435
O 15.72925 -10.60803 1.31150
C 18.35796 -12.72318 2.41077
C 13.15608 -8.03220 1.92386
H 19.07754 -13.53627 2.34573
H 12.86831 -7.06939 2.36685
H 14.81890 -7.99968 2.95166
H 16.42958 -9.54936 3.77911
H 15.08760 -11.52533 3.07941
H 15.29618 -9.73367 1.36293
H 18.85024 -11.76509 2.59145
H 14.86436 -12.53192 1.64406
H 12.54259 -8.74104 2.49028
H 17.01347 -11.91511 1.23563
H 12.95441 -8.03062 0.85548
O 17.66554 -12.63666 1.17494
H 13.83384 -11.13454 1.96544
C 14.86510 -11.50556 2.00226
H 15.81163 -7.23663 5.36943
O 14.57306 -8.17734 2.02582
H 17.68036 -12.98121 3.23250
C 16.29679 -9.01874 4.72256

=====

# 4
24
Properties=species:S:1:pos:R:3 method="wB97M-V/def2-TZVPD" relative_energy_kj_mol=294.4 energy_ha=-462.8498 homo_ev=-9.8 lumo_energy_ha=0.010
H -0.47559 3.00900 -1.54592
O 4.54404 -0.33951 1.39041
C 3.78137 -0.66889 2.55437
H -3.80121 -2.08960 0.80010
H 4.31693 -1.41703 3.12963
H -4.91142 -2.99255 -0.20841
H -0.93377 3.01267 -3.19438
H 0.40847 4.00529 -2.78918
C -0.05493 3.04744 -2.55107
H 3.97003 0.11207 0.76861
H 2.84621 -1.05571 2.13703
H -2.68148 -1.34727 -0.74259
H 0.63794 -0.72708 0.53126
O -3.45116 -1.82551 -1.06990
C -0.09517 0.08568 0.47864
O -1.47493 -0.27055 0.43851
H 1.72864 2.23283 -2.44679
H -3.27584 -3.66177 0.15244
C -3.85746 -2.76490 -0.06384
H -1.90802 0.31302 1.06553
O 0.90137 2.01794 -2.88555
H 3.46099 0.14739 3.20751
H 0.16217 0.68925 1.34822
H 0.16281 0.48776 -0.50464

=====

# 5
24
Properties=species:S:1:pos:R:3 method="wB97M-V/def2-TZVPD" relative_energy_kj_mol=556.0 energy_ha=-462.7502 homo_ev=-9.4 lumo_energy_ha=0.020
H 0.66946 -2.97662 0.16013
O 0.25146 1.07437 -0.38187
O -4.25554 -1.06863 1.18513
H 0.40246 4.37637 0.77813
H 0.77046 -3.73662 -1.46387
O 1.70046 -4.83862 0.12913
H 0.31246 2.12937 -0.10987
H -3.59754 0.64638 0.32212
H 1.35846 0.40338 1.20413
H 1.99346 -0.08762 -0.40887
H -2.25954 -0.65062 0.54313
H 1.54746 3.41738 -1.33687
C 1.78846 4.00737 -0.56687
C -3.40754 -0.40762 0.27213
H -3.67654 -0.62562 -0.70887
C 1.29946 -3.61162 -0.49087
H 2.27046 -2.97562 -0.66387
H 0.68946 -0.83962 0.52913
H 1.55446 4.93238 -0.77087
H 2.61746 3.81038 -0.32187
O 0.86646 3.59638 0.40513
C 1.06146 0.09638 0.33713
H 1.08446 -5.30962 0.66913
H -5.04154 -1.36162 0.69013

=====

# 6
24
Properties=species:S:1:pos:R:3 method="wB97M-V/def2-TZVPD" relative_energy_kj_mol=83.1 energy_ha=-462.5777 homo_ev="-14.2 / -14.2" multiplicity=2 charge=+1 lumo_energy_ha="-0.156 / -0.300"
H -1.16619 0.91710 2.11882
O 0.80351 1.64366 0.25492
H -2.27614 2.55688 -0.26094
H -2.57672 1.32639 2.45718
H 0.84237 2.27521 0.99556
O -2.08405 0.73300 1.87033
C -1.19143 -2.01028 0.97360
C 0.89766 -0.89718 -0.02853
O 0.60126 1.18833 -2.93871
H 0.27938 0.00577 -0.41301
H 3.03184 -0.54234 -0.11623
H 0.34860 0.37911 -3.39569
H -0.84494 2.01505 -0.21485
H 2.51506 -2.20332 -0.55061
H 2.32114 -0.76216 -1.60421
H 0.03645 1.17995 -2.15394
O -1.54427 2.29850 -0.82378
H 1.63650 1.74894 -0.22383
C 2.24778 -1.16603 -0.52608
C 0.22614 -1.92161 0.59474
H -1.33909 -1.62277 1.99109
H -1.81290 -1.37352 0.30423
H -1.69269 -2.96066 0.72314
H 0.74073 -2.80802 0.96678

=====

# 7
25
Properties=species:S:1:pos:R:3 method="wB97M-V/def2-TZVPD" relative_energy_kj_mol=174.9 energy_ha=-538.1150 homo_ev=-9.1 lumo_energy_ha=0.013
C 0.98254 0.40185 2.53821
H 1.78494 0.21674 -0.85370
H -0.54891 -1.97605 -3.51688
H 2.26336 -0.76977 1.20932
O -0.29994 0.22376 -0.62447
H -0.37292 -0.58560 -1.16409
C 1.32403 -0.30581 1.24029
H -2.40504 -3.05984 -1.22652
H 2.00548 1.93154 -3.17460
O -1.15300 1.66035 1.86166
H 0.80205 -1.26511 1.13907
O 1.15047 1.57595 -2.76737
H -0.09644 1.94845 3.60016
O -2.85359 -2.47304 -0.45948
H 0.96064 -1.55060 -3.53474
H 1.09542 -0.20241 3.46435
H 1.02932 1.54550 0.06219
O 0.36198 -2.05185 -3.03753
H -1.17933 1.04200 1.05278
C 1.06812 0.41677 -0.08413
H 1.73122 1.22276 2.62059
H 0.78930 2.24277 -2.14952
H -2.87246 -3.12495 0.21471
C -0.32456 1.20935 2.82100
H -0.93480 0.57033 3.38212

=====

# 8
32
Properties=species:S:1:pos:R:3 method="wB97M-V/def2-TZVPD" energy_ha=-1328.1466 homo_ev="-1.2 / -1.2" multiplicity=2 charge=-2 lumo_energy_ha="0.190 / 0.187"
H -3.34699 -4.94628 10.77050
H -4.67481 -4.78588 10.06670
P -8.12125 -5.95707 8.50243
O -3.78622 -4.37366 10.14454
H -3.90301 -7.71238 11.12245
O -4.94531 -4.20886 6.04109
H -5.28205 -9.74565 11.14759
C -4.48444 -6.95102 13.09301
H -2.64444 -9.12668 7.83277
H -4.34302 -5.88894 13.00480
O -6.93502 -5.00351 9.11826
C -5.20343 -9.15646 12.07404
O -5.84169 -7.01498 11.24115
H -6.34860 -8.70998 8.28587
H -5.43737 -3.51083 6.48436
H -6.21517 -9.15639 12.48543
O -8.96161 -6.71767 9.52484
H -3.58975 -7.37471 13.54500
O -7.06445 -7.01754 7.71912
O -3.48357 -7.49320 8.73333
H -4.54671 -9.67337 12.78340
Ag -5.34280 -6.23510 8.59995
H -1.92432 -7.63611 7.33627
H -6.52605 -7.57192 10.85090
H -4.94217 -8.99174 8.77845
H -3.54787 -8.11439 6.73788
C -4.77971 -7.70795 11.80583
O -9.06589 -5.23822 7.56070
O -5.77356 -9.46940 8.51530
H -5.37006 -7.11559 13.71919
C -2.91594 -8.08880 7.63947
H -5.08150 -5.00538 6.57891

=====

# 9
32
Properties=species:S:1:pos:R:3 method="wB97M-V/def2-TZVPD" energy_ha=-945.1992 homo_ev=-9.4 lumo_energy_ha=-0.191
N 1.62128 -1.84963 3.84101
H -1.59867 -0.24415 -3.31617
H -0.13367 -1.30021 4.81878
H -3.20594 0.11761 -2.32008
N -0.51855 3.59158 -0.88237
C -0.95320 2.86560 0.35576
O -1.00585 4.69229 -1.05988
H -0.61617 -2.89721 -3.25768
H -1.31255 1.89029 0.04751
H -0.40018 -1.46084 -4.50482
C 1.11356 -0.46525 0.22716
O 2.56679 -1.10375 4.03807
H 1.97480 0.21288 2.03559
H 2.65603 -1.20503 1.32412
B -2.09309 0.47861 -2.44008
O 0.10324 2.94874 -1.69470
O 0.20451 -1.27979 0.48317
C 2.31811 -0.19660 1.08213
H -1.44105 0.28363 -1.48124
B -0.09341 -1.86119 -3.44789
H -0.42562 -1.08366 -2.54703
H 0.30780 -0.38252 3.34345
H 1.08124 -1.95136 -3.41415
O 1.79654 -3.05580 3.82468
H 2.98775 0.57515 0.71920
H -0.34577 -2.02729 3.14975
C 0.22045 -1.36770 3.79488
H -1.71364 3.40543 0.90848
O 0.94765 0.25257 -0.80238
Tl -2.07127 -2.07666 -0.94804
H -1.96086 1.58732 -2.78003
H -0.01027 2.90693 0.90279

=====

# 10
25
Properties=species:S:1:pos:R:3 method="wB97M-V/def2-TZVPD" relative_energy_kj_mol=203.7 energy_ha=-422.4108 homo_ev="-2.6 / -9.8" multiplicity=2 lumo_energy_ha="0.028 / 0.021"
H -1.00336 -0.15958 1.66192
H -1.16953 1.17766 -3.20377
C -0.88308 -0.93634 0.74394
H 1.05949 -0.36094 1.26970
N 0.18907 -0.81342 -2.10743
H 0.86076 -1.97821 1.35403
H -1.88614 -0.23113 -3.98717
C -1.26364 -0.60701 -1.90737
H 2.32048 0.48166 3.38029
O 2.77641 -0.06410 2.82071
C -1.33879 -0.08739 -0.44004
C -1.86500 0.26090 -3.02306
N 0.57512 -1.14195 0.78224
H 1.00191 -1.26465 -0.19686
H 3.61385 -0.19276 3.15222
H -2.69816 0.66806 -2.51032
H -2.49695 0.09525 -0.14728
H 0.99982 3.51337 2.75775
H -1.70697 -1.63369 -1.91291
H -0.81342 0.87857 -0.40583
H -1.39659 -1.88455 0.64278
H 2.48405 3.30659 3.41920
H 0.28215 -1.71838 -2.64751
H 0.70477 -0.10977 -2.62238
O 1.65376 2.80183 3.12714

=====

Number 1: strongest force on any atom 0.0848 Eh/bohr. Number 2: strongest force on any atom 0.0322 Eh/bohr. Number 3: strongest force on any atom 0.0281 Eh/bohr. Number 4: strongest force on any atom 0.0494 Eh/bohr. Number 5: strongest force on any atom 0.2446 Eh/bohr. Number 6: strongest force on any atom 0.0652 Eh/bohr. Number 7: strongest force on any atom 0.0873 Eh/bohr. Number 8: strongest force on any atom 0.0339 Eh/bohr. Number 9: strongest force on any atom 0.0627 Eh/bohr. Number 10: strongest force on any atom 0.0824 Eh/bohr.